18
Properties=species:S:1:pos:R:3:forces:R:3:lowdin_charge:R:1 method="wB97M-V/def2-TZVPD" charge=0 homo_ev=-8.06 lumo_ev=0.6125 smiles=CNCCCSS
C -0.049 1.071 -2.216 -0.6 0.5 0.2 -0.124
N -0.543 1.424 -0.910 -0.2 -0.4 0.8 -0.136
C -1.286 0.541 -0.055 0.0 -0.4 0.0 -0.275
C -0.694 0.129 1.295 1.0 -0.1 0.2 -0.292
C 0.683 -0.561 1.270 -0.6 -1.1 -0.6 -0.520
S 0.332 -2.289 0.720 0.0 0.4 -0.3 0.382
S 2.019 -3.442 1.079 0.8 0.4 0.4 0.254
H -0.280 1.865 -2.927 0.1 0.2 -0.1 0.068
H 1.037 0.922 -2.225 -0.2 -0.5 -0.3 0.069
H -0.659 0.228 -2.567 0.7 -0.1 0.1 0.086
H -0.398 2.321 -0.499 0.3 0.4 -0.4 0.106
H -2.236 1.001 0.240 -0.3 -0.1 -0.4 0.108
H -1.484 -0.405 -0.578 -0.2 0.4 -0.2 0.103
H -1.444 -0.572 1.702 0.3 0.6 0.5 0.099
H -0.477 1.002 1.925 -0.8 0.0 0.1 0.110
H 1.152 -0.625 2.257 0.0 0.3 -0.3 0.072
H 1.287 -0.090 0.492 0.3 0.0 0.4 0.065
H 3.039 -2.520 0.997 -0.8 -0.4 -0.3 -0.176

---

98
Properties=species:S:1:pos:R:3:forces:R:3:lowdin_charge:R:1 method="wB97M-V/def2-TZVPD" charge=+3 homo_ev="-15.04 / -17.64" spin_multiplicity=5 lumo_ev="-7.7222 / -12.2423"
C -2.348 0.922 -1.675 0.3 0.1 0.3 -0.306
C -2.793 -1.248 -0.838 -0.2 0.6 -0.3 -0.319
C -3.472 0.866 -2.504 -0.2 -0.1 0.2 0.027
C -4.023 -1.261 -1.555 0.5 -0.5 0.5 0.038
C -4.357 -0.209 -2.386 0.1 0.3 -0.2 0.011
H -3.654 1.700 -3.178 -0.1 -0.2 0.1 0.140
H -4.634 -2.153 -1.444 -0.1 0.3 -0.2 0.137
H -5.290 -0.204 -2.947 0.2 -0.1 0.1 0.140
N -2.038 -0.088 -0.852 -0.5 -0.2 -1.0 -0.033
P -0.583 2.399 -0.061 -0.9 1.9 -1.1 1.077
P -0.576 -2.420 0.323 0.3 -2.0 -0.5 1.037
C -1.459 2.161 -1.677 0.0 -0.6 -0.2 -0.244
H -0.713 2.068 -2.478 -0.2 -0.2 0.2 0.084
H -2.064 3.039 -1.933 0.2 -0.2 0.1 0.094
C -2.277 -2.379 -0.171 -0.9 0.4 -0.1 -0.145
H -2.946 -3.234 -0.074 0.3 0.1 -0.1 0.102
C 0.279 -3.347 -1.137 0.2 -0.1 -0.1 -0.631
C -0.502 -3.553 1.857 0.2 0.2 0.2 -0.647
C 0.946 3.512 -0.441 0.3 0.0 0.0 -0.637
C -1.960 3.367 0.853 0.3 -0.1 0.3 -0.648
C 1.799 -3.151 -1.047 0.1 0.0 0.2 -0.085
H 2.220 -3.548 -0.116 0.0 0.1 -0.3 0.068
H 2.277 -3.687 -1.884 -0.2 0.2 0.3 0.110
H 2.066 -2.090 -1.118 0.0 -0.3 0.0 0.037
C -0.081 -4.839 -1.114 0.0 -0.2 0.0 -0.071
H 0.328 -5.374 -0.250 -0.1 0.1 -0.3 0.071
H -1.168 -4.987 -1.157 0.3 0.0 0.0 0.095
H 0.346 -5.314 -2.012 -0.1 0.2 0.2 0.114
C -0.206 -2.793 -2.483 -0.2 0.3 0.0 -0.085
H 0.276 -3.360 -3.298 -0.1 0.2 0.4 0.106
H -1.289 -2.907 -2.602 0.2 0.0 0.0 0.088
H 0.059 -1.737 -2.599 -0.2 -0.2 0.0 0.044
C 0.946 -4.022 2.072 0.0 -0.2 0.1 -0.080
H 1.646 -3.173 2.049 -0.1 -0.2 0.0 0.041
H 1.025 -4.489 3.067 -0.1 0.1 -0.3 0.111
H 1.271 -4.775 1.345 0.0 0.3 0.2 0.078
C -0.926 -2.794 3.120 -0.1 0.2 0.1 -0.100
H -0.213 -2.002 3.380 -0.2 -0.1 -0.1 0.041
H -1.931 -2.373 3.029 0.1 -0.1 0.1 0.084
H -0.947 -3.508 3.960 0.0 0.3 -0.3 0.114
C -1.485 -4.723 1.733 -0.1 -0.4 -0.1 -0.066
H -1.265 -5.418 0.921 -0.1 0.2 0.3 0.068
H -1.441 -5.299 2.669 0.0 0.2 -0.2 0.114
H -2.511 -4.361 1.613 0.1 -0.2 0.2 0.084
C -1.461 3.611 2.285 -0.1 0.2 0.2 -0.079
H -2.218 4.202 2.823 0.3 -0.2 -0.1 0.115
H -1.328 2.671 2.836 -0.1 0.2 -0.1 0.046
H -0.519 4.175 2.316 -0.3 -0.1 0.0 0.073
C -3.263 2.547 0.903 0.1 -0.2 -0.1 -0.071
H -3.777 2.541 -0.066 0.1 0.0 0.2 0.093
H -3.103 1.515 1.224 -0.2 0.1 -0.1 0.045
H -3.943 3.019 1.629 0.2 -0.1 -0.2 0.116
C -2.326 4.702 0.178 0.1 0.4 0.1 -0.064
H -3.289 5.040 0.592 0.2 -0.2 -0.1 0.113
H -1.606 5.498 0.381 -0.3 -0.3 -0.1 0.072
H -2.462 4.612 -0.907 0.0 0.1 0.3 0.083
C 1.262 3.453 -1.940 0.0 -0.1 -0.3 -0.096
H 0.461 3.891 -2.550 0.2 0.0 0.1 0.099
H 2.176 4.035 -2.139 -0.3 -0.1 0.2 0.116
H 1.446 2.427 -2.268 -0.1 0.4 0.0 0.024
C 2.163 3.002 0.346 0.0 -0.1 0.1 -0.106
H 2.474 2.002 0.023 0.0 0.1 0.0 0.036
H 3.003 3.698 0.187 -0.3 -0.3 0.1 0.109
H 1.966 2.968 1.424 0.0 0.1 -0.1 0.068
C 0.749 4.989 -0.085 -0.1 0.3 0.1 -0.078
H -0.007 5.465 -0.719 0.3 -0.1 0.2 0.086
H 0.510 5.147 0.972 0.1 0.1 -0.3 0.076
H 1.699 5.512 -0.282 -0.3 -0.2 0.1 0.113
Pt -0.347 0.031 0.541 2.3 0.2 -0.8 0.807
C -1.343 0.144 2.099 -3.5 0.2 5.7 -0.382
O -1.932 0.204 3.104 1.9 -0.2 -3.4 0.139
N 1.140 0.188 -1.502 0.9 -0.4 -1.4 0.136
C 1.815 0.058 -2.441 -0.8 0.5 1.5 -0.130
C 2.740 -0.061 -3.578 0.2 -0.1 -0.4 -0.586
C 2.188 -1.125 -4.519 -0.4 -0.4 -0.1 -0.023
C 2.829 1.282 -4.299 -0.2 0.5 0.1 -0.025
C 4.099 -0.458 -3.011 0.3 -0.1 0.5 -0.013
H 2.172 -2.101 -4.020 0.0 0.2 -0.2 0.077
H 1.165 -0.863 -4.818 0.2 -0.2 -0.1 0.103
H 2.805 -1.200 -5.421 -0.1 0.1 0.2 0.114
H 3.295 2.032 -3.649 -0.1 -0.1 -0.2 0.092
H 3.436 1.184 -5.206 -0.1 -0.1 0.2 0.114
H 1.830 1.627 -4.590 0.2 0.0 0.0 0.100
H 4.846 -0.519 -3.809 -0.2 0.0 0.1 0.115
H 4.431 0.291 -2.279 0.1 -0.2 -0.2 0.100
H 4.032 -1.431 -2.509 0.2 0.2 -0.1 0.088
S 1.858 -0.345 1.686 0.0 0.1 -0.3 0.822
C 1.549 -0.116 3.367 -0.2 0.0 2.0 -0.702
N 1.856 -0.988 4.346 0.3 0.3 -1.8 0.064
C 1.504 -0.481 5.664 0.2 -0.5 0.8 -0.084
C 0.829 0.843 5.353 -0.5 0.7 0.5 -0.089
N 0.947 0.950 3.909 0.4 -0.3 -1.3 0.057
H 2.361 -1.851 4.161 -0.1 0.3 0.2 0.166
H 2.391 -0.353 6.291 -0.1 -0.2 -0.2 0.146
H 0.814 -1.171 6.155 0.2 0.0 0.0 0.139
H 1.303 1.703 5.829 0.0 -0.1 0.0 0.144
H -0.224 0.823 5.651 0.1 0.1 -0.1 0.137
H 0.674 1.770 3.376 0.1 -0.3 0.1 0.129

---

54
Properties=species:S:1:pos:R:3:forces:R:3:lowdin_charge:R:1 method="wB97M-V/def2-TZVPD" charge=-2 homo_ev=-2.48 lumo_ev=3.9341
Ir 0.024 0.446 -0.452 0.7 0.4 1.0 1.515
O 2.344 1.036 4.960 0.0 0.0 0.1 0.056
C 1.592 0.807 3.845 -0.1 0.0 0.0 -0.293
C 0.734 1.771 3.331 -0.1 -0.1 0.2 0.059
C 0.074 1.497 2.159 -0.2 0.0 0.0 -0.167
N 0.244 0.342 1.517 0.3 -0.1 0.3 -0.005
C 1.057 -0.590 2.008 0.0 -0.1 0.1 -0.156
C 1.726 -0.413 3.200 -0.1 -0.1 0.1 0.065
C 1.307 -1.727 1.044 -0.3 -0.1 -0.1 -0.608
O 1.729 -2.801 1.457 0.1 0.1 0.0 0.036
O 1.055 -1.414 -0.176 0.1 -0.1 -0.7 -0.113
C -0.829 2.460 1.427 -0.1 -0.1 0.0 -0.589
O -1.220 3.477 1.986 0.0 0.0 -0.1 0.033
O -1.145 2.058 0.247 -0.2 0.3 -0.8 -0.128
H 2.299 1.977 5.159 0.0 0.0 0.0 0.102
H 0.596 2.744 3.788 0.0 0.0 0.0 0.129
H 2.390 -1.184 3.564 0.0 0.0 0.0 0.133
C 4.830 -3.476 -2.389 -0.1 0.0 0.1 -0.064
C 4.444 -2.140 -1.808 0.1 0.0 0.0 -0.276
C 4.150 -1.058 -2.632 0.0 0.0 0.0 -0.039
C 3.728 0.149 -2.101 0.0 0.0 0.1 -0.043
C 3.619 0.286 -0.725 0.1 -0.1 -0.1 -0.269
C 3.938 -0.771 0.112 0.2 0.1 -0.1 -0.068
C 4.341 -1.981 -0.431 0.0 0.0 0.0 -0.041
S 3.024 1.824 -0.065 0.1 0.0 -0.1 0.587
O 3.233 1.724 1.363 -0.1 -0.1 0.1 -0.309
O 3.746 2.875 -0.753 0.0 0.1 0.0 -0.326
N 1.485 1.886 -0.438 0.0 0.7 0.3 -0.325
C 1.042 2.865 -1.449 0.1 -0.4 -0.1 -0.172
C 0.600 2.107 -2.695 -0.1 -0.3 -0.2 -0.643
O 0.633 2.626 -3.806 0.0 0.0 0.1 -0.001
O 0.188 0.897 -2.458 -0.2 0.1 -0.4 -0.176
H 5.117 -3.387 -3.438 0.0 0.0 0.0 0.065
H 3.989 -4.170 -2.326 0.0 0.0 0.0 0.081
H 5.660 -3.921 -1.837 0.0 0.0 0.0 0.068
H 4.233 -1.168 -3.708 0.0 0.0 0.0 0.105
H 3.472 0.982 -2.746 0.0 0.0 0.0 0.120
H 3.856 -0.632 1.182 0.0 0.0 0.0 0.107
H 4.536 -2.821 0.226 0.0 0.0 0.0 0.114
H 1.810 3.588 -1.693 0.1 0.0 0.0 0.102
H 0.146 3.373 -1.086 0.1 0.1 0.1 0.109
Br -2.514 -4.081 -5.289 0.0 0.0 0.0 0.684
C -2.997 -3.795 -3.472 0.0 0.0 0.0 -0.667
C -4.022 -4.551 -2.928 0.0 0.0 0.1 -0.227
N -4.414 -4.414 -1.664 0.1 0.0 0.0 0.052
C -3.771 -3.514 -0.916 0.0 -0.1 0.0 -0.083
C -2.741 -2.712 -1.385 -0.1 0.1 -0.1 -0.091
C -2.341 -2.851 -2.706 0.0 0.0 0.0 -0.034
C -2.096 -1.683 -0.473 0.1 0.2 0.1 -0.601
O -2.277 -1.765 0.735 0.1 0.0 0.0 0.038
O -1.425 -0.816 -1.131 -0.5 -0.4 0.3 -0.174
H -4.543 -5.286 -3.531 0.0 0.0 0.0 0.087
H -4.082 -3.415 0.116 0.0 0.0 0.0 0.114
H -1.548 -2.222 -3.091 0.0 0.0 0.0 0.127

---

21
Properties=species:S:1:pos:R:3:forces:R:3:lowdin_charge:R:1 method="wB97M-V/def2-TZVPD" charge=0 homo_ev=-9.80 lumo_ev=0.4105 smiles=O.O.O.O.O.O.S
O -2.231 0.593 -2.633 -0.8 -0.3 -0.3 -0.052
H -1.675 0.407 -3.404 0.1 0.2 0.7 0.062
H -1.739 1.019 -1.931 0.8 0.1 -0.3 0.025
O -0.716 -3.176 0.267 1.1 -0.1 0.7 -0.061
H -1.059 -2.305 0.524 -0.6 -0.3 -0.7 0.014
H -1.243 -3.526 -0.446 -0.4 0.3 -0.2 0.043
O -2.226 -0.884 -0.094 -0.7 -0.2 -0.1 -0.065
H -1.934 -0.149 0.447 0.0 0.3 -0.2 0.042
H -2.489 -0.536 -0.969 0.4 -0.2 0.5 0.029
O 0.460 -4.386 -3.969 0.0 0.0 -0.3 -0.059
H 0.586 -4.785 -3.107 0.1 -0.1 0.1 0.025
H 0.654 -5.083 -4.607 0.0 0.1 0.1 0.035
O 0.374 -0.042 -0.482 0.0 0.1 -0.2 -0.064
H 1.227 0.251 -0.813 0.1 0.0 0.1 0.046
H 0.588 -0.874 -0.030 -0.1 0.6 -0.1 -0.012
O 1.912 -2.002 0.764 -0.3 -0.6 -0.2 -0.070
H 2.128 -2.686 1.406 0.2 0.2 0.3 0.053
H 1.214 -2.471 0.271 0.1 -0.1 0.0 0.011
S 1.277 5.647 3.487 -0.8 1.0 -0.1 0.493
H 2.365 5.011 3.806 1.0 -0.6 0.3 -0.257
H 0.776 4.606 2.845 -0.2 -0.4 -0.2 -0.236

---

27
Properties=species:S:1:pos:R:3:forces:R:3:lowdin_charge:R:1 method="wB97M-V/def2-TZVPD" charge=0 homo_ev="-8.50 / -8.51" spin_multiplicity=2 lumo_ev="-0.5283 / -0.5308"
Ce -1.468 -0.920 -0.046 0.5 -1.5 -1.1 1.418
S -1.498 -3.371 -1.548 0.2 0.0 -0.1 0.521
C 0.112 -2.753 -1.732 0.0 -0.5 -0.3 -1.134
N 0.597 -1.641 -1.226 0.0 0.5 0.3 -0.154
C 1.935 -1.422 -1.566 -0.4 0.0 0.2 -0.299
C 2.708 -0.334 -1.177 0.2 0.1 0.0 -0.011
C 4.023 -0.274 -1.594 0.1 -0.1 -0.1 -0.076
C 4.573 -1.285 -2.394 -0.1 0.1 0.1 -0.083
C 3.808 -2.368 -2.785 0.0 0.0 0.0 -0.081
C 2.481 -2.423 -2.360 0.3 -0.1 -0.2 -0.469
S 1.276 -3.625 -2.679 0.0 -0.4 -0.2 1.062
H 2.302 0.455 -0.557 -0.1 0.0 0.0 0.117
H 4.634 0.568 -1.295 0.0 0.0 0.0 0.106
H 5.607 -1.222 -2.711 0.0 0.0 0.0 0.105
H 4.241 -3.146 -3.403 -0.1 0.0 0.0 0.111
Cl -4.708 4.501 2.502 0.1 -0.1 0.0 0.677
C -3.726 3.089 2.360 -0.1 0.1 -0.1 -0.697
C -3.321 2.395 3.495 0.0 0.0 0.1 -0.697
Cl -3.790 2.938 5.065 0.0 0.0 -0.1 0.676
C -2.527 1.255 3.363 -0.1 0.1 0.3 -0.609
Cl -2.000 0.365 4.741 0.0 0.1 -0.1 0.726
C -2.127 0.820 2.111 0.7 -0.9 0.4 -0.352
O -1.338 -0.300 1.963 -0.6 1.3 0.8 -0.309
C -2.531 1.519 0.972 0.1 0.1 -1.2 -0.356
O -2.122 1.072 -0.262 -0.5 1.1 0.9 -0.308
C -3.334 2.640 1.099 -0.2 0.2 0.0 -0.609
Cl -3.808 3.467 -0.337 0.0 0.0 0.1 0.726

---

76
Properties=species:S:1:pos:R:3:forces:R:3:lowdin_charge:R:1 method="wB97M-V/def2-TZVPD" charge=0 homo_ev="-5.91 / -5.95" spin_multiplicity=4 lumo_ev="-0.1234 / -0.1901"
Cr 2.052 0.696 1.407 1.8 -3.1 1.5 0.377
B 2.495 3.972 1.423 0.9 0.3 1.1 -0.449
N 1.258 3.397 0.724 -2.2 -2.0 -1.4 -0.045
C 0.183 4.071 0.275 1.4 0.9 0.4 -0.077
C -0.785 3.238 -0.296 1.3 -1.0 0.9 -0.031
C -0.232 1.959 -0.089 1.4 0.1 0.7 -0.136
N 1.015 2.029 0.526 -2.8 3.5 -1.2 -0.131
N 3.735 3.044 1.210 1.9 -2.2 -1.8 -0.069
C 5.020 3.463 1.137 -1.5 -2.2 -0.5 -0.091
C 5.871 2.451 0.713 0.6 -0.3 -0.2 -0.047
C 5.020 1.329 0.536 -1.2 0.4 0.3 -0.106
N 3.734 1.683 0.822 0.9 1.7 0.2 -0.113
H 2.811 5.085 0.875 -0.6 -1.0 0.9 0.096
H 2.291 3.871 2.654 -0.1 0.8 -0.7 0.067
H 0.302 5.146 0.466 -0.7 -0.4 -0.6 0.132
H -1.719 3.491 -0.764 0.0 0.0 0.1 0.088
H -0.622 0.953 -0.269 0.1 0.6 -0.2 0.095
H 5.176 4.447 1.369 0.7 2.2 0.4 0.091
H 6.976 2.585 0.507 -1.7 -0.5 0.4 0.114
H 5.187 0.274 0.232 0.1 1.1 0.3 0.118
C 0.703 -3.168 -2.004 1.2 0.3 1.5 -0.014
N 1.848 -3.309 -1.020 -1.6 1.9 -0.4 -0.108
C 2.421 -4.463 -0.507 -1.1 0.4 -1.6 -0.056
C 3.303 -4.088 0.383 0.0 3.5 0.8 0.006
N 3.252 -2.630 0.504 -0.9 -1.9 -1.4 0.036
C 2.326 -2.165 -0.387 0.7 -2.0 -0.1 -0.659
S 1.980 -0.563 -0.821 -0.4 -0.1 0.3 0.743
C 3.774 -1.941 1.616 4.7 -1.0 1.5 -0.367
C 5.084 -2.264 2.094 -2.6 -0.8 -1.7 -0.084
C 5.527 -1.761 3.327 -1.7 2.9 1.2 -0.098
C 4.706 -0.832 3.991 3.1 -2.9 0.1 -0.152
C 3.314 -0.715 3.649 -1.3 1.6 -2.3 -0.620
N 3.068 -1.045 2.217 -3.2 1.8 0.6 -0.093
H -0.116 -2.596 -1.523 0.7 0.2 -0.4 0.084
H 0.282 -4.145 -2.138 0.2 -0.6 -0.6 0.073
H 1.154 -2.673 -2.880 -0.9 -0.4 0.2 0.093
H 2.165 -5.433 -0.894 0.0 0.0 0.1 0.126
H 3.928 -4.609 0.998 1.4 -1.2 1.4 0.092
H 5.708 -2.876 1.498 0.4 -0.8 -0.4 0.071
H 6.517 -2.036 3.666 0.0 0.3 0.1 0.095
H 5.020 -0.430 4.937 0.1 0.2 0.2 0.086
H 2.617 -1.290 4.286 0.1 0.4 0.1 0.099
S 2.821 1.137 3.551 -0.5 -0.5 1.0 0.605
I -3.438 2.109 4.057 -0.5 0.6 0.1 0.942
C -2.137 0.685 3.411 0.4 -2.0 -0.1 -0.767
C -2.421 -0.682 3.520 2.3 -0.3 0.7 -0.089
C -1.328 -1.613 3.328 -3.2 1.1 -0.1 -0.040
C -0.248 -1.218 2.621 0.8 2.0 -0.1 -0.111
N -0.004 0.118 2.410 -0.3 -1.5 0.4 0.011
C -0.877 0.998 2.935 1.2 0.0 -1.5 -0.200
H -3.352 -1.041 3.910 -0.3 0.0 0.1 0.090
H -1.479 -2.628 3.616 -0.1 -0.6 -0.1 0.100
H 0.453 -1.933 2.236 0.5 0.0 0.0 0.104
H -0.539 2.005 2.797 -0.1 0.6 0.2 0.102
C -4.273 -1.273 -5.640 -0.3 -1.3 -0.6 -0.231
C -5.048 -0.987 -4.366 -0.2 0.0 -0.3 -0.513
Sb -3.878 -0.070 -2.839 0.2 0.7 -0.1 1.330
C -5.322 -0.477 -1.361 -0.3 0.7 1.3 -0.525
C -5.439 -1.891 -0.833 0.5 0.2 -0.8 -0.198
C -4.657 2.015 -3.149 0.4 -1.4 1.1 -0.453
C -3.988 2.692 -4.302 0.7 -0.5 -0.9 -0.233
H -4.957 -1.947 -6.248 1.1 0.8 0.2 0.081
H -3.335 -1.845 -5.410 -0.6 0.6 -0.6 0.060
H -4.083 -0.324 -6.208 0.1 -1.0 0.5 0.069
H -5.709 -1.803 -4.040 0.8 -0.2 0.2 0.055
H -5.767 -0.266 -4.674 -0.8 1.0 0.1 0.029
H -6.258 -0.173 -1.791 -0.6 0.1 -0.4 0.038
H -5.193 0.243 -0.531 0.2 -0.3 -0.2 0.053
H -5.760 -2.533 -1.647 -0.2 -0.3 0.1 0.056
H -6.112 -1.960 -0.002 -0.5 -0.1 0.4 0.059
H -4.478 -2.254 -0.514 0.5 -0.3 0.3 0.049
H -4.372 2.465 -2.192 -0.6 0.2 0.0 0.030
H -5.750 1.889 -3.278 0.6 0.3 0.2 0.058
H -2.865 2.722 -4.206 -1.1 0.3 0.2 0.075
H -4.410 3.710 -4.468 0.4 -0.7 -0.3 0.077
H -4.145 1.979 -5.147 0.0 1.2 -0.1 0.051